Density functional theory data (the ωB97M-V functional and the def2-TZVPD basis) for a structure of composition CHIOS2 in a non-equilibrium geometry.

Each line ends with the natural charge from an NBO analysis.
Geometry (Å):
C: 0.476685 -0.170972 -1.229331  -0.861
O: 2.171564 -0.968711 0.599388  -0.886
S: 1.662343 1.176580 -1.441362  0.041
S: 2.054379 -0.862814 -0.881208  1.186
I: -0.792829 -0.695904 -2.795293  0.216
H: -0.268893 -0.197511 -0.007939  0.303

Cartesian forces (eV/Å) of the 2 atoms listed first:
C -2.7457 0.7654 3.8452
O 0.1088 -0.2189 -1.6566

As for the LUMO energy: -0.5 eV. The electronic energy is -1207.9230 Eh. As for the multiplicity: 1.

---

Density functional theory data (the ωB97M-V functional and the def2-TZVPD basis) for a cluster of 2 separate species, CHIS2 in total in a non-equilibrium geometry.

Each line ends with the natural charge from an NBO analysis.
Geometry (Å):
C: 0.480706 0.831885 1.448284  -0.384
S: 1.587193 1.663042 0.762840  0.201
S: -0.376402 0.048969 2.483774  0.182
I: -1.009187 -0.746355 -1.781431  -0.097
H: -0.682309 -1.797540 -2.913467  0.098

Cartesian forces (eV/Å) of the 2 atoms listed first:
C 0.5459 -0.0617 1.3834
S -0.1540 0.1177 -0.7478

As for the LUMO energy: -0.3 eV. The electronic energy is -1132.7562 Eh. As for the multiplicity: 1.

---

Density functional theory data (the ωB97M-V functional and the def2-TZVPD basis) for a structure of composition CHLiO2Sr.

Each line ends with the Mulliken charge.
Geometry (Å):
O: 2.228300 -0.609026 0.203482  -1.502
C: -2.065024 0.369888 -0.348782  -0.261
O: -0.803400 0.347242 -0.504268  -0.668
Sr: 1.141150 1.163614 0.281430  1.712
Li: 1.796809 -2.212624 -0.240738  0.807
H: -2.297835 0.940904 0.608874  -0.088

Cartesian forces (eV/Å) of the 2 atoms listed first:
O -0.0470 -0.6945 -0.0953
C 0.1207 -0.3471 -0.6090

As for the LUMO energy: -0.7 eV. The electronic energy is -227.3451 Eh. As for the multiplicity: 1.

---

Density functional theory data (the ωB97M-V functional and the def2-TZVPD basis) for a structure of composition CHLiO3Tl in a non-equilibrium geometry.

Each line ends with the natural charge from an NBO analysis.
Geometry (Å):
O: 2.698810 1.087481 0.059358  -0.479
C: 1.092068 -0.057111 -0.080839  0.494
O: -0.136550 -0.133561 0.027371  -0.967
Tl: -1.698320 -1.853143 -0.017914  0.950
Li: -0.513162 1.885249 -0.011431  0.963
O: 1.559208 1.156237 -0.130439  -0.147
H: 1.872133 -0.770568 0.080570  0.186

Cartesian forces (eV/Å) of the 2 atoms listed first:
O 16.0052 2.4126 2.2272
C 0.2778 1.5533 -0.1832

As for the net charge: +1. As for the LUMO energy (spin up / spin down): -4.9 / -4.9 eV. The electronic energy is -444.0265 Eh. As for the multiplicity: 1.

---

Density functional theory data (the ωB97M-V functional and the def2-TZVPD basis) for the ion CHN2 with charge +1 in a non-equilibrium geometry.

Each line ends with the natural charge from an NBO analysis.
Geometry (Å):
C: -1.625064 1.377441 0.521400  0.489
N: -1.056528 1.410904 -0.749378  0.145
N: -0.623860 0.609014 0.087154  -0.206
H: 0.257122 -0.261443 0.005318  0.573

Cartesian forces (eV/Å) of the 2 atoms listed first:
C -2.0758 0.9943 2.3451
N 0.5450 0.3460 -1.8159

As for the net charge: +1. Its SMILES is C1#[N+]N1. As for the LUMO energy: -8.9 eV. The electronic energy is -147.6675 Eh. As for the multiplicity: 1.

---

Density functional theory data (the ωB97M-V functional and the def2-TZVPD basis) for a cluster of 2 separate species, CHN2O2P in total in a non-equilibrium geometry.

Each line ends with the natural charge from an NBO analysis.
Geometry (Å):
C: -2.380712 -1.019761 -0.088418  0.285
N: -1.929658 0.035659 -0.287120  -0.746
N: 1.319424 -0.708901 0.284553  -0.274
O: 0.947467 1.853014 -0.061602  -1.016
O: 1.667742 -1.834849 0.468274  -0.128
P: 1.860919 0.806070 0.328686  1.417
H: -1.485184 0.868771 -0.644376  0.462

Cartesian forces (eV/Å) of the 2 atoms listed first:
C 0.0300 0.1468 0.0900
N 0.2205 0.1444 -0.3875

As for the LUMO energy (spin up / spin down): -2.4 / -2.4 eV. The electronic energy is -639.9044 Eh. As for the multiplicity: 1.

---

Density functional theory data (the ωB97M-V functional and the def2-TZVPD basis) for the ion CHN2O3 with charge -1 in a non-equilibrium geometry.

Each line ends with the natural charge from an NBO analysis.
Geometry (Å):
C: 0.310225 -1.097557 -0.036177  0.810
N: 0.101037 1.287332 -0.305998  -0.201
N: -0.210716 0.107950 0.396513  -0.102
O: -0.521885 -2.279242 0.308099  -0.876
O: 1.421605 -1.103884 -0.503507  -0.669
O: -1.274620 0.907125 -0.097944  -0.270
H: 0.174354 2.178276 0.239013  0.308

Cartesian forces (eV/Å) of the 2 atoms listed first:
C -3.7389 -7.7518 0.2522
N -0.2194 0.7579 -1.2412

As for the net charge: -1. Its SMILES is O=C([O-])n1[nH]o1. As for the LUMO energy: 4.2 eV. The electronic energy is -373.7939 Eh. As for the multiplicity: 1.

---

Density functional theory data (the ωB97M-V functional and the def2-TZVPD basis) for a structure of composition CHN2O4 in a non-equilibrium geometry.

Each line ends with the natural charge from an NBO analysis.
Geometry (Å):
C: 1.647683 -0.628767 0.152656  0.913
N: 0.010338 -0.338561 0.013862  -0.317
N: -0.570325 0.686906 -0.012283  0.554
O: 2.028488 -0.262569 1.205241  -0.662
O: 2.024982 -1.169101 -0.846058  -0.680
O: -0.448675 1.864400 -0.044328  -0.411
O: -2.283446 0.372488 -0.000034  -0.833
H: -2.409048 -0.524793 -0.469058  0.435

Cartesian forces (eV/Å) of the 2 atoms listed first:
C -0.3729 0.2018 -1.4302
N -0.7182 -0.3845 -0.0599

As for the net charge: -1. As for the LUMO energy: 4.1 eV. The electronic energy is -449.1203 Eh. As for the multiplicity: 1.

---

Density functional theory data (the ωB97M-V functional and the def2-TZVPD basis) for a cluster of 2 separate species, CHN2OS in total in a non-equilibrium geometry.

Each line ends with the natural charge from an NBO analysis.
Geometry (Å):
C: 1.276981 -0.951200 0.098069  0.189
N: -1.657085 0.625526 -0.207823  -0.393
N: -1.083411 1.597779 0.181495  -0.152
O: 0.040916 -1.206101 0.014028  -0.696
S: 2.386038 0.278439 0.037714  -0.324
H: -0.963438 -0.344442 -0.123484  0.377

Cartesian forces (eV/Å) of the 2 atoms listed first:
C -1.4418 -0.4888 -0.0514
N 1.3604 1.6550 0.8468

As for the net charge: -1. As for the LUMO energy (spin up / spin down): 3.9 / 3.8 eV. The electronic energy is -621.6032 Eh. As for the multiplicity: 1.

---

Density functional theory data (the ωB97M-V functional and the def2-TZVPD basis) for an isolated molecule of CHN3O in a non-equilibrium geometry.

Each line ends with the natural charge from an NBO analysis.
Geometry (Å):
C: 0.723596 -0.070445 0.762876  0.277
H: 1.189589 0.234868 1.725318  0.227
N: 0.158878 -1.106898 0.287098  -0.300
N: -0.766457 -0.687073 -0.578889  -0.046
N: -0.594075 0.588773 -0.676222  0.082
O: 0.360052 1.078022 0.059189  -0.239

Cartesian forces (eV/Å) of the 2 atoms listed first:
C 1.2637 2.1784 1.0516
H 0.3661 -1.2035 -1.1212

Its SMILES is c1nnno1. As for the LUMO energy: 0.3 eV. The electronic energy is -278.1076 Eh. As for the multiplicity: 1.

---

Density functional theory data (the ωB97M-V functional and the def2-TZVPD basis) for an isolated molecule of CHN3O in a non-equilibrium geometry.

Each line ends with the natural charge from an NBO analysis.
Geometry (Å):
C: -0.760829 -0.021690 0.097388  0.260
H: -1.762124 0.082287 0.059616  0.212
N: -0.023999 1.071135 -0.105428  -0.293
N: 1.288462 0.588400 0.017795  -0.044
N: 1.206536 -0.606170 0.028082  0.096
O: 0.051956 -1.113961 -0.097452  -0.231

Cartesian forces (eV/Å) of the 2 atoms listed first:
C 4.5831 3.0871 -3.1255
H -3.2341 -0.8223 -0.0583

Its SMILES is c1nnno1. As for the LUMO energy: 0.4 eV. The electronic energy is -278.0938 Eh. As for the multiplicity: 1.

---

Density functional theory data (the ωB97M-V functional and the def2-TZVPD basis) for a cluster of 2 separate species, CHN3O in total in a non-equilibrium geometry.

Each line ends with the natural charge from an NBO analysis.
Geometry (Å):
C: -0.162613 0.904458 3.458497  0.511
N: 1.391805 2.109285 0.449472  -0.052
N: 0.668126 1.396286 -0.020346  -0.046
N: -0.264044 0.697939 -0.276684  -0.216
O: -0.034328 -0.218418 3.294937  -0.517
H: -0.206379 0.003618 -1.005268  0.320

Cartesian forces (eV/Å) of the 2 atoms listed first:
C 0.2020 -1.9519 -0.2589
N 5.3898 6.8943 5.5201

As for the expectation value of S²: 2.018. As for the LUMO energy (spin up / spin down): 1.1 / -2.9 eV. The electronic energy is -277.9772 Eh. As for the multiplicity: 3.

---

Density functional theory data (the ωB97M-V functional and the def2-TZVPD basis) for an isolated molecule of CHN3O3 in a non-equilibrium geometry.

Each line ends with the natural charge from an NBO analysis.
Geometry (Å):
C: -0.339096 -0.525787 0.154222  0.639
N: 0.342558 0.467485 0.151541  -0.435
N: -0.962511 -1.586439 -0.013436  -0.232
N: 1.012418 1.562693 0.833800  0.684
O: 1.398052 1.310570 1.912186  -0.299
O: 1.139602 2.545092 0.175858  -0.313
O: -1.514364 -2.049883 -1.201014  -0.515
H: -1.076659 -1.723731 -2.013157  0.471

Cartesian forces (eV/Å) of the 2 atoms listed first:
C -1.2773 -1.3134 -1.3301
N 1.0799 0.9771 0.4295

Its SMILES is O=[N+]([O-])N=C=NO. As for the LUMO energy: -0.6 eV. The electronic energy is -428.4263 Eh. As for the multiplicity: 1.

---

Density functional theory data (the ωB97M-V functional and the def2-TZVPD basis) for an isolated molecule of CHN3O3 in a non-equilibrium geometry.

Each line ends with the natural charge from an NBO analysis.
Geometry (Å):
C: 1.591812 -0.015853 -1.033081  0.362
N: 2.517382 0.679781 -1.079507  -0.260
N: 0.533239 -0.721257 -1.171816  -0.263
N: -0.461178 -0.894283 -0.512944  0.617
O: -1.365045 -1.629953 -0.641135  -0.195
O: -0.980865 0.095873 0.739112  -0.310
O: -0.643310 1.329370 1.470080  -0.423
H: -1.192036 1.156323 2.229291  0.472

Cartesian forces (eV/Å) of the 2 atoms listed first:
C 1.9617 2.7024 0.6774
N -0.3786 -0.6487 0.1451

Its SMILES is N#C/N=[N+](/[O-])OO. As for the LUMO energy (spin up / spin down): -1.9 / -1.9 eV. The electronic energy is -428.3703 Eh. As for the multiplicity: 1.

---

Density functional theory data (the ωB97M-V functional and the def2-TZVPD basis) for a structure of composition CHN3O5P in a non-equilibrium geometry.

Each line ends with the natural charge from an NBO analysis.
Geometry (Å):
C: -0.513079 -2.500024 -0.803179  -0.117
N: -0.698804 -3.195029 -1.715738  -0.303
N: -2.461797 -0.094063 -0.483171  -0.023
N: -1.880589 0.578771 -1.392289  0.520
O: 1.129599 -0.591132 0.042591  -0.988
O: -2.601388 0.936362 -2.335615  -0.484
O: -0.687037 0.912970 -1.352349  -0.563
O: 0.180280 -2.159403 1.828693  -1.073
O: -1.345831 -0.337978 0.838462  -0.798
P: -0.121128 -1.430756 0.618232  2.306
H: 0.609034 0.102422 -0.423730  0.523

Cartesian forces (eV/Å) of the 2 atoms listed first:
C -0.4361 -0.6185 -0.8914
N 0.2686 0.9260 1.3032

As for the net charge: -1. As for the LUMO energy: 3.7 eV. The electronic energy is -920.5233 Eh. As for the multiplicity: 1.

---

Density functional theory data (the ωB97M-V functional and the def2-TZVPD basis) for the ion CHN4O2 with charge -1 in a non-equilibrium geometry.

Each line ends with the natural charge from an NBO analysis.
Geometry (Å):
C: -0.431746 0.309467 1.989648  0.424
N: -0.577329 0.503998 3.128310  -0.563
N: -0.626368 -0.498757 -0.158101  -0.073
N: -0.052437 0.283173 0.764522  -0.614
N: -0.129270 -0.499062 -1.288750  0.483
O: 1.068387 0.351766 -1.531109  -0.628
O: -0.511362 -1.133215 -2.269692  -0.516
H: 1.260125 0.682630 -0.634828  0.487

Cartesian forces (eV/Å) of the 2 atoms listed first:
C -0.3856 -0.1364 0.7900
N -0.3319 -0.1289 0.4310

As for the net charge: -1. Its SMILES is N#C/N=N/N([O-])O. As for the LUMO energy: 4.3 eV. The electronic energy is -408.1179 Eh. As for the multiplicity: 1.

---

Density functional theory data (the ωB97M-V functional and the def2-TZVPD basis) for the ion CHN4O3S2 with charge -1 in a non-equilibrium geometry.

Each line ends with the natural charge from an NBO analysis.
Geometry (Å):
C: -0.610615 -0.458700 0.357012  -0.075
N: -0.118740 -2.308348 -0.456247  -0.164
N: 0.072272 -0.984531 -0.672250  -0.358
N: -1.189013 -1.384286 1.110764  -0.333
N: -0.863859 -2.533153 0.593948  -0.126
O: 0.131347 1.730544 1.716930  -0.877
O: -1.819769 1.948941 0.149447  -0.877
O: 0.544965 1.587819 -1.018815  -0.838
S: 2.185706 1.184268 -1.110307  0.285
S: -0.521257 1.337173 0.507091  2.246
H: 2.188964 -0.119724 -1.177571  0.118

Cartesian forces (eV/Å) of the 2 atoms listed first:
C 0.8023 0.3761 -1.1399
N 0.8527 -0.1135 -1.3809

As for the net charge: -1. Its SMILES is O=[S@@]([O-])(OS)=C1N=NN=N1. As for the LUMO energy: 2.9 eV. The electronic energy is -1279.7984 Eh. As for the multiplicity: 1.

---

Density functional theory data (the ωB97M-V functional and the def2-TZVPD basis) for the ion CHN4S with charge -1 in a non-equilibrium geometry.

Each line ends with the natural charge from an NBO analysis.
Geometry (Å):
C: -0.287757 0.234800 -0.220998  -0.101
N: -0.858161 1.371927 0.235329  -0.185
N: -0.548360 -0.056684 -1.461602  -0.232
N: -1.741243 1.977553 -0.327754  -0.083
N: -1.359768 0.701904 -2.006403  -0.325
S: -1.896446 0.798481 -3.487857  -0.246
H: 0.682651 -0.163641 0.249401  0.172

Cartesian forces (eV/Å) of the 2 atoms listed first:
C 3.2926 -0.1331 3.7868
N -1.4919 0.7478 0.3279

As for the net charge: -1. Its SMILES is [N-]=N/C=N\N=S. As for the LUMO energy: 4.2 eV. The electronic energy is -655.8440 Eh. As for the multiplicity: 1.

---

Density functional theory data (the ωB97M-V functional and the def2-TZVPD basis) for an isolated molecule of CHNO in a non-equilibrium geometry.

Each line ends with the natural charge from an NBO analysis.
Geometry (Å):
C: -0.474096 -0.025461 0.010863  0.510
N: -1.583861 -0.304444 0.005133  -0.380
O: 0.770067 0.528054 0.009831  -0.622
H: 1.287889 -0.198148 -0.025826  0.492

Cartesian forces (eV/Å) of the 2 atoms listed first:
C 2.1417 2.0605 -0.0134
N -0.5262 -0.4664 0.0168

Its SMILES is N#CO. As for the LUMO energy: 0.2 eV. The electronic energy is -168.6540 Eh. As for the multiplicity: 1.

---

Density functional theory data (the ωB97M-V functional and the def2-TZVPD basis) for the ion CHNO2P with charge -1 in a non-equilibrium geometry.

Each line ends with the natural charge from an NBO analysis.
Geometry (Å):
C: 1.211899 -1.110665 1.815422  -0.131
N: 2.157432 -1.509888 2.375005  -0.387
O: -1.280756 -1.131375 0.973188  -1.175
O: 0.214538 0.838449 0.254421  -1.020
P: -0.177472 -0.144701 1.631873  1.231
H: -0.638279 0.574257 -0.151800  0.481

Cartesian forces (eV/Å) of the 2 atoms listed first:
C 4.3723 -1.8693 1.1882
N -1.1037 0.1281 -0.9339

As for the net charge: -1. Its SMILES is N#CP([O-])O. As for the LUMO energy: 4.5 eV. The electronic energy is -585.3666 Eh. As for the multiplicity: 1.